Entry 1:
Here is the molecule C4H5NO2S2 at a distorted geometry from the Open Molecules 2025 dataset. Energies are from wB97M-V/def2-TZVPD.

Properties
Kohn-Sham gap (spin up / spin down) = 6.1 / 6.5 eV
Energy above the lowest of the compared OMol25 structures with the same formula, charge and spin = 0.0 kJ/mol
Strongest force on any atom = 7.71 eV Å⁻¹
Multiplicity = 3

Geometry as XYZ:
```
14
Properties=species:S:1:pos:R:3:forces:R:3
S 0.9425 1.4494 0.8300 -0.715 1.086 0.816
C 1.4315 -0.3075 -0.9884 6.657 -3.346 -1.976
H -2.2330 -1.7465 0.5061 1.014 0.585 0.654
S -2.3673 0.3668 -0.5040 -0.033 0.907 1.621
C 2.6560 -0.0016 -0.2519 -4.310 -2.442 -3.222
O -0.7702 0.5865 -1.1817 0.682 0.488 -0.399
C 0.4099 0.5144 -0.5693 -3.673 1.699 0.548
H -0.6624 -0.6298 0.9445 -1.480 -0.860 -0.326
H 1.3811 -1.0528 -1.9124 0.014 1.816 2.309
H 3.5801 -0.5005 -0.2938 0.956 -0.552 -0.509
C -1.7849 -0.7649 0.8128 0.762 -0.428 -2.001
N 2.4833 0.8605 0.7257 0.366 1.797 1.853
O -2.8159 1.5745 0.2377 0.702 -1.111 -1.015
H -2.2507 -0.3485 1.6446 -0.942 0.360 1.647
```
Positions in Å, forces in eV/Å.


Entry 2:
Here is the molecule C4H5NO3 at a distorted geometry from the Open Molecules 2025 dataset. Energies are from wB97M-V/def2-TZVPD.

Properties
Kohn-Sham gap = 9.2 eV
Energy above the lowest of the compared OMol25 structures with the same formula, charge and spin = 400.5 kJ/mol
Strongest force on any atom = 5.37 eV Å⁻¹

Geometry as XYZ:
```
13
Properties=species:S:1:pos:R:3:forces:R:3
C -1.3461 0.2718 -0.6804 -2.845 1.934 -1.647
H 0.8594 -1.2627 2.1548 -1.108 1.817 -0.840
H -2.3750 0.8551 -0.6244 2.188 -1.470 0.841
C 1.0006 0.0431 -0.2221 -0.409 -0.729 0.920
O -0.1870 0.8509 1.5495 -0.281 -4.246 -0.313
N -1.1774 -0.1339 -1.9812 2.889 -3.363 -3.030
H -0.1454 -0.7425 -2.1664 -3.898 2.700 0.704
C -0.3311 0.2440 0.2226 -1.318 1.687 0.255
H -1.8633 -0.2468 -2.8697 1.742 0.707 3.834
H 1.3969 0.3165 3.0600 -1.108 -0.924 -3.504
O 1.4821 -0.2098 -1.2748 0.726 -0.379 -2.165
C 0.9436 -0.1233 1.9545 0.024 2.935 4.068
O 1.7427 0.1376 0.8775 3.398 -0.669 0.877
```
Positions in Å, forces in eV/Å.